{
  "formula": "C14H29N2OSi",
  "method": "ωB97M-V/def2-TZVPD",
  "symbols": ["H", "H", "H", "Si", "H", "C", "C", "H", "H", "H", "C", "H", "H", "N", "H", "H", "H", "H", "C", "H", "H", "H", "H", "H", "H", "C", "H", "C", "C", "H", "N", "C", "C", "C", "H", "H", "H", "C", "C", "H", "H", "H", "H", "C", "C", "H", "O"],
  "xyz": [[-2.15758, -2.71631, 0.20840], [1.75859, -0.50924, -3.41496], [3.62135, 1.22706, -3.71472], [-0.79744, -0.68772, 0.11681], [-2.60427, -4.20292, 5.72160], [-0.23000, 1.50071, -2.43879], [2.98778, 2.63275, -1.46058], [0.80429, -0.38625, 2.02107], [-2.56944, 1.06546, -0.36378], [-0.19815, 1.87933, -1.41473], [-3.95999, -2.65242, 5.26804], [0.80137, 1.00902, 0.92500], [3.78188, 0.69834, -0.84456], [-2.76823, -3.32172, 5.27135], [4.02536, -0.18497, -2.99720], [3.61612, 3.51925, -1.43830], [-1.25227, -2.49448, 1.71405], [-0.85826, 2.19545, -2.99673], [-2.43790, -1.46763, 4.11785], [2.47397, 3.26836, -3.43167], [1.63898, -0.47221, 0.46622], [1.23399, 3.57596, -2.24676], [-0.82475, -2.97033, 4.46897], [1.08985, 1.66934, -4.12655], [2.51407, 2.57311, -0.48475], [-3.78902, -1.49446, 4.55918], [1.86230, -0.02655, -1.73988], [0.75986, -0.07959, 0.97955], [-0.91364, 0.14207, -2.48304], [-4.54517, -0.74885, 4.38138], [3.46062, 0.65400, -2.88610], [-1.20049, -2.41492, 0.62991], [1.18647, 1.57663, -3.04329], [1.99963, 0.31880, -2.75710], [-1.96405, -0.69094, 3.53938], [-1.84649, 1.22504, 1.22596], [-0.76353, -0.30714, -3.46728], [3.88566, 1.40444, -1.66205], [-1.83346, -2.60946, 4.57440], [4.93597, 1.66294, -1.75333], [-3.03240, -0.03588, 0.92221], [-4.82341, -3.05155, 5.77077], [-1.98986, 0.26027, -2.37078], [1.95511, 2.83352, -2.57692], [-2.19198, 0.50218, 0.48673], [-0.43356, -3.09736, 0.26504], [-0.40786, -0.77112, -1.52002]],
  "nbo_charge": [0.25, 0.24, 0.43, 1.89, 0.42, -0.42, -0.44, 0.25, 0.24, 0.21, -0.07, 0.22, 0.23, -0.50, 0.44, 0.24, 0.26, 0.23, -0.32, 0.21, 0.21, 0.25, 0.21, 0.22, 0.23, -0.30, 0.24, -1.14, -0.06, 0.22, -0.49, -1.15, -0.24, -0.23, 0.21, 0.25, 0.18, -0.22, -0.08, 0.23, 0.26, 0.22, 0.19, -0.41, -1.16, 0.24, -0.90],
  "mol_weight_g_mol": 269.5,
  "homo_energy_ev": -10.0,
  "charge": 1,
  "total_energy_ha": -1024.91547
}